{
  "formula": "C27H51O11PS5",
  "method": "the ωB97M-V functional and the def2-TZVPD basis",
  "gap_ev": 7.87,
  "total_charge": 0,
  "e_homo_ha": -0.301,
  "elements": ["C", "C", "C", "C", "C", "C", "C", "C", "C", "C", "O", "C", "P", "O", "O", "C", "C", "C", "C", "C", "O", "O", "C", "O", "H", "H", "H", "H", "H", "H", "H", "H", "H", "H", "H", "H", "H", "H", "H", "H", "H", "H", "H", "H", "H", "C", "S", "O", "C", "H", "H", "H", "H", "H", "H", "C", "S", "O", "C", "H", "H", "H", "H", "H", "H", "C", "S", "O", "C", "H", "H", "H", "H", "H", "H", "C", "S", "O", "C", "H", "H", "H", "H", "H", "H", "C", "S", "O", "C", "H", "H", "H", "H", "H", "H"],
  "coordinates": [[0.9540, -6.3560, 1.6870], [0.5461, -5.8638, 0.6616], [-0.0752, -5.3404, -0.5604], [-0.3158, -3.8154, -0.3976], [0.6257, -2.9611, -1.2918], [0.6685, -1.5713, -0.7263], [1.6608, -1.0204, -0.0289], [2.9400, -1.7396, 0.2831], [4.1965, -0.8297, 0.2225], [1.3971, 0.3916, 0.4507], [2.2326, 1.2577, 0.5014], [-0.0346, 0.6428, 0.8820], [-0.3760, 1.6673, 2.3739], [1.1149, 1.9109, 3.0688], [-1.1111, 0.5905, 3.3938], [-1.0149, 0.0962, 0.1801], [-2.4683, 0.2756, 0.4787], [-3.1592, -1.0367, 0.9131], [-4.0811, -1.6550, -0.1703], [-5.5101, -1.8870, 0.3008], [-6.4622, -1.6399, -0.3812], [-5.6944, -2.3946, 1.5502], [-0.5691, -0.7482, -0.9860], [-1.1557, -0.7851, -2.0390], [1.3724, -6.9756, 2.4371], [0.5394, -5.5693, -1.4323], [-1.0522, -5.8173, -0.6534], [-1.3440, -3.5069, -0.5961], [-0.0799, -3.5352, 0.6305], [0.1714, -2.8733, -2.2812], [1.5995, -3.4211, -1.4129], [3.1148, -2.5842, -0.3785], [2.9216, -2.1640, 1.2923], [4.1075, -0.1035, -0.5793], [4.2076, -0.2602, 1.1515], [5.1073, -1.4038, 0.0811], [0.9358, 1.9933, 4.0134], [-0.6499, -0.2611, 3.4169], [-2.9580, 0.6479, -0.4256], [-2.6423, 1.0213, 1.2501], [-3.7861, -0.7881, 1.7721], [-2.4294, -1.7604, 1.2844], [-4.1383, -0.9883, -1.0240], [-3.7250, -2.6357, -0.4999], [-4.8683, -2.8030, 1.8376], [7.0653, 2.9670, -3.1321], [6.3216, 2.2729, -1.6482], [5.9156, 0.8805, -1.9741], [4.8331, 3.2797, -1.6810], [7.9993, 2.4409, -3.3188], [6.3925, 2.8311, -3.9794], [7.2696, 4.0262, -2.9749], [4.3030, 3.1217, -2.6207], [5.1028, 4.3301, -1.5679], [4.2011, 2.9730, -0.8483], [-0.0227, -4.7398, -5.3271], [1.5301, -5.3570, -4.6642], [1.4204, -5.3009, -3.1757], [2.5307, -3.9515, -5.1507], [-0.8042, -5.4581, -5.0860], [-0.2591, -3.7757, -4.8752], [0.0605, -4.6425, -6.4093], [2.1261, -3.0447, -4.7019], [2.5431, -3.8633, -6.2335], [3.5437, -4.1138, -4.7932], [3.4528, -0.2133, -8.1285], [4.6726, -0.8338, -6.9627], [4.1983, -2.1674, -6.5012], [4.3006, 0.3373, -5.6506], [3.4869, -0.8396, -9.0177], [2.4587, -0.2625, -7.6834], [3.6985, 0.8138, -8.3978], [3.2513, 0.2518, -5.3667], [4.5202, 1.3481, -5.9950], [4.9311, 0.0988, -4.7956], [-3.8509, 2.7531, 5.2981], [-4.8639, 1.9681, 4.0479], [-4.0235, 1.8207, 2.8277], [-5.9482, 3.3750, 3.7785], [-3.0661, 2.0547, 5.5862], [-3.4003, 3.6595, 4.8909], [-4.4647, 2.9938, 6.1665], [-5.3582, 4.2396, 3.4732], [-6.4925, 3.5914, 4.6982], [-6.6508, 3.1133, 2.9896], [-3.1603, 6.2382, 7.2573], [-4.3236, 5.4592, 8.3850], [-5.0620, 4.4276, 7.6070], [-5.4143, 6.8782, 8.5463], [-2.4047, 5.5019, 6.9900], [-3.6824, 6.5698, 6.3593], [-2.6841, 7.0831, 7.7545], [-5.7894, 7.1679, 7.5645], [-4.8694, 7.7037, 9.0044], [-6.2462, 6.5920, 9.1862]],
  "forces_ev_per_a": [[-0.1, 0.1, -1.1], [0.1, -0.7, 0.5], [-0.4, 0.5, 0.8], [1.0, 0.3, -0.3], [-0.8, 0.3, -0.1], [-0.3, -0.1, -0.5], [0.0, 0.0, 0.2], [1.2, 0.4, 0.1], [-0.9, 0.1, 0.2], [-0.4, -0.6, 0.1], [0.1, 0.3, 0.0], [1.6, -0.1, 0.9], [-1.1, 1.4, 0.1], [-0.3, -0.9, -0.3], [0.7, -0.2, -0.3], [-0.4, 0.1, -0.2], [-0.2, -0.2, -0.4], [-0.4, 0.0, 0.1], [0.1, -0.2, 0.7], [-0.2, 0.2, -0.4], [-0.1, 0.1, 0.1], [0.3, -0.3, -0.3], [0.3, -0.1, 0.5], [-0.4, -0.1, -0.2], [0.1, 0.2, 0.3], [-0.2, 0.0, 0.1], [0.1, -0.2, -0.2], [-0.1, -0.2, 0.0], [-0.2, -0.1, 0.1], [0.2, -0.2, -0.1], [0.0, 0.0, 0.1], [-0.4, 0.0, -0.2], [-0.3, 0.0, 0.0], [0.2, -0.1, -0.1], [0.5, 0.1, -0.1], [0.0, 0.0, 0.1], [0.2, 0.2, 0.1], [-0.1, -0.1, 0.1], [0.0, 0.0, 0.0], [0.2, 0.1, 0.0], [0.1, 0.1, 0.0], [0.1, 0.0, -0.1], [-0.1, -0.2, -0.2], [0.1, 0.1, -0.2], [0.0, 0.2, 0.3], [0.0, 0.1, -0.1], [0.0, 0.0, 0.1], [0.0, 0.0, -0.2], [-0.1, 0.0, 0.0], [0.0, 0.0, 0.1], [0.0, 0.0, 0.0], [0.0, 0.0, 0.0], [0.0, 0.0, 0.0], [0.0, 0.0, 0.0], [0.0, -0.1, 0.0], [-0.1, 0.1, 0.0], [0.1, 0.1, -0.1], [0.0, 0.0, -0.2], [-0.2, -0.1, 0.1], [0.0, 0.0, 0.0], [0.1, 0.0, 0.0], [0.0, 0.0, 0.0], [0.0, 0.0, 0.0], [0.0, 0.0, 0.0], [0.0, 0.0, 0.0], [-0.1, 0.0, 0.0], [0.1, 0.1, 0.0], [0.0, 0.2, -0.1], [0.0, 0.0, 0.1], [0.1, 0.0, 0.0], [0.0, 0.0, 0.0], [0.0, 0.0, 0.0], [0.0, 0.0, 0.0], [0.0, 0.0, 0.0], [0.0, 0.0, 0.0], [0.1, 0.0, 0.1], [0.0, 0.0, 0.1], [-0.1, 0.0, -0.1], [-0.1, 0.1, 0.0], [0.0, -0.1, -0.1], [0.0, 0.0, -0.1], [0.0, 0.0, -0.1], [0.1, 0.0, 0.0], [0.0, 0.0, 0.0], [0.0, -0.1, 0.0], [0.0, 0.1, -0.1], [0.1, 0.0, 0.1], [-0.1, 0.1, 0.0], [-0.1, 0.1, 0.0], [0.0, 0.0, 0.0], [0.0, 0.0, 0.0], [0.0, 0.0, 0.0], [0.0, -0.1, 0.0], [0.0, 0.0, 0.0], [0.0, -0.1, 0.0]],
  "lowdin_charge": [0.096, -0.145, -0.186, -0.151, -0.129, -0.106, -0.089, -0.159, -0.089, -0.312, 0.099, -0.193, 0.891, -0.287, -0.285, -0.154, -0.139, -0.151, -0.083, -0.518, 0.115, 0.099, -0.284, 0.137, 0.012, 0.067, 0.115, 0.099, 0.108, 0.107, 0.099, 0.102, 0.122, 0.045, 0.072, 0.075, 0.043, 0.066, 0.130, 0.051, 0.101, 0.112, 0.117, 0.118, 0.108, -0.272, 0.811, -0.553, -0.260, 0.049, 0.046, 0.052, 0.056, 0.054, 0.043, -0.264, 0.848, -0.563, -0.289, 0.049, 0.053, 0.053, 0.058, 0.040, 0.054, -0.271, 0.830, -0.560, -0.267, 0.049, 0.058, 0.052, 0.060, 0.050, 0.044, -0.276, 0.825, -0.566, -0.264, 0.050, 0.058, 0.015, 0.057, 0.053, 0.049, -0.269, 0.823, -0.564, -0.269, 0.048, 0.060, 0.054, 0.059, 0.054, 0.051]
}



{
  "formula": "C27H52CeP2Si",
  "method": "the ωB97M-V functional and the def2-TZVPD basis",
  "gap_ev": [4.98, 5.02],
  "total_charge": 2,
  "e_homo_ha": [-0.455, -0.455],
  "elements": ["Ce", "C", "C", "C", "C", "C", "C", "H", "H", "H", "C", "H", "H", "H", "C", "H", "H", "H", "C", "H", "H", "H", "C", "H", "H", "H", "C", "C", "C", "C", "C", "C", "C", "C", "H", "H", "H", "H", "H", "H", "H", "H", "H", "H", "H", "H", "P", "C", "C", "P", "C", "C", "C", "H", "H", "H", "H", "H", "H", "H", "H", "H", "H", "H", "H", "H", "H", "C", "Si", "C", "C", "C", "H", "H", "H", "H", "H", "H", "H", "H", "H", "H", "H"],
  "coordinates": [[-0.3570, -0.5247, 1.1196], [1.2594, 1.3889, 2.0962], [-0.0671, 1.9223, 2.1006], [0.0307, 0.2322, 3.6980], [1.3270, 0.3755, 3.1046], [-0.8457, 1.1910, 3.0774], [2.4349, 1.9236, 1.3655], [3.0228, 1.1088, 0.9243], [3.1101, 2.5024, 2.0245], [2.1263, 2.5672, 0.5386], [2.5693, -0.2898, 3.5706], [3.4496, 0.3197, 3.3265], [2.7163, -1.2761, 3.1082], [2.5432, -0.4464, 4.6603], [-0.2807, -0.5712, 4.9161], [0.6212, -0.7198, 5.5259], [-0.6982, -1.5617, 4.6975], [-1.0034, -0.0332, 5.5434], [-2.1646, 1.6129, 3.6249], [-2.1463, 1.5582, 4.7206], [-2.9936, 0.9934, 3.2700], [-2.3710, 2.6541, 3.3590], [-0.5148, 3.1220, 1.3456], [-1.0996, 3.7940, 1.9898], [-1.1467, 2.8842, 0.4751], [0.3400, 3.6888, 0.9572], [2.8879, 2.1051, -3.9152], [2.3767, 2.6116, -5.0546], [0.9721, 2.4731, -5.5784], [0.2215, 1.2399, -5.0174], [-0.5686, 1.6381, -3.8006], [-0.0086, 2.5164, -2.8520], [1.1096, 2.0981, -1.9662], [2.2394, 1.3826, -2.7304], [1.0139, 2.4435, -6.6810], [0.9112, 0.4282, -4.7851], [0.3990, 3.3792, -5.3373], [1.9050, 0.3743, -3.0151], [3.9953, 2.1340, -3.8113], [3.0355, 3.2360, -5.6720], [3.0647, 1.2396, -2.0034], [1.4897, 2.9630, -1.3919], [-0.3055, 3.5681, -2.8319], [0.7850, 1.3712, -1.1753], [-0.4565, 0.8638, -5.7850], [-1.6166, 1.7829, -4.0727], [-1.0993, -0.1659, -2.3712], [0.0904, -1.4942, -2.7515], [-2.4145, -0.6642, -3.5986], [-2.5309, 0.4763, 0.3059], [-2.0706, -0.8591, -0.9317], [-3.2219, 1.8245, -0.7222], [-3.8889, -0.3592, 1.1729], [0.8664, -1.5936, -1.9845], [0.5766, -1.3185, -3.7199], [-0.4681, -2.4347, -2.8077], [-2.2285, -1.7052, -3.9013], [-2.4074, -0.0450, -4.5081], [-3.4137, -0.5795, -3.1497], [-4.5706, -0.8007, 0.4271], [-4.4397, 0.3715, 1.7671], [-3.5304, -1.1780, 1.8305], [-1.4926, -1.7629, -0.5928], [-3.0461, -1.2770, -1.2452], [-3.6926, 2.5339, -0.0320], [-3.9829, 1.4865, -1.4443], [-2.4306, 2.3357, -1.2877], [0.7993, -5.4776, 1.3252], [0.8201, -3.7226, 1.9732], [1.6397, -3.7607, 3.6691], [1.9204, -2.6931, 0.8351], [-0.8350, -2.7875, 2.0763], [1.6923, -6.0240, 1.6577], [0.8228, -5.4942, 0.2272], [-0.0648, -6.0648, 1.6623], [2.7334, -3.8200, 3.5693], [1.3947, -2.8687, 4.2598], [1.3227, -4.6459, 4.2388], [1.7792, -3.0054, -0.2098], [1.8948, -1.5815, 0.9042], [2.9418, -2.9725, 1.1216], [-1.2060, -2.7986, 3.1188], [-1.5724, -3.3384, 1.4533]],
  "forces_ev_per_a": [[2.8, -1.5, 2.4], [-0.9, -0.2, 0.8], [0.2, -0.8, 0.5], [0.4, 0.6, -0.7], [-1.1, 0.1, -0.2], [1.3, 0.1, -0.3], [0.5, 0.1, -0.5], [0.1, 0.2, 0.1], [-0.4, -0.3, -0.2], [0.1, 0.0, 0.2], [0.5, -0.4, 0.1], [-0.2, -0.2, 0.1], [0.1, 0.2, 0.2], [0.1, 0.1, -0.4], [-0.1, -0.1, 0.4], [-0.3, 0.0, -0.2], [0.1, 0.2, 0.1], [0.1, -0.2, -0.1], [-0.4, 0.0, 0.0], [-0.1, 0.0, -0.3], [0.0, 0.1, 0.2], [-0.1, -0.2, 0.0], [-0.2, 0.5, -0.5], [0.2, -0.1, -0.2], [0.2, 0.1, 0.2], [-0.2, -0.1, 0.2], [0.6, 0.1, -0.4], [0.2, -0.1, 0.9], [0.0, 0.1, -0.1], [0.4, -1.3, -0.2], [0.2, 2.9, 0.9], [0.2, -0.5, -0.5], [0.5, 1.3, -1.3], [0.9, -0.4, 0.3], [0.0, -0.2, 0.4], [0.3, 0.1, -0.5], [0.1, -0.2, -0.2], [0.1, 0.3, 0.1], [-0.9, 0.5, 0.0], [-0.1, -0.6, 0.1], [-0.4, -0.2, -0.3], [0.0, -0.3, -0.5], [-1.0, -0.5, 0.9], [-0.7, -0.1, -0.1], [-0.1, -0.1, 0.1], [0.2, 1.0, -0.1], [-0.6, -0.6, -0.1], [-0.1, -0.7, 0.2], [0.0, 0.4, -0.4], [-2.0, 0.3, -1.5], [-0.6, -1.3, 0.0], [-0.2, -0.1, -0.1], [-0.4, -0.3, 0.0], [0.0, 0.1, -0.1], [-0.2, 0.0, 0.3], [0.3, -0.1, -0.1], [-0.2, 0.3, 0.2], [0.1, -0.3, 0.3], [0.3, 0.0, -0.2], [0.2, 0.2, 0.3], [0.0, -0.1, 0.1], [-0.1, 0.5, -0.3], [-0.7, 0.3, 0.2], [0.5, -0.1, 0.2], [0.1, 0.0, -0.1], [0.2, -0.1, 0.4], [0.0, -0.1, 0.2], [-0.1, 0.0, -0.4], [-0.1, -0.1, 1.0], [-0.1, 0.1, 0.0], [0.1, 0.1, -0.4], [0.0, 0.5, -0.5], [-0.1, 0.3, 0.0], [-0.1, -0.1, 0.2], [0.1, 0.2, -0.1], [-0.2, 0.0, 0.0], [0.1, -0.2, 0.0], [0.0, 0.2, -0.2], [0.1, 0.3, 0.1], [0.4, -0.4, -0.1], [0.0, 0.2, -0.2], [0.1, 0.1, -0.5], [0.1, 0.4, 0.2]],
  "lowdin_charge": [0.971, -0.292, -0.301, -0.257, -0.255, -0.299, -0.008, 0.097, 0.123, 0.057, 0.007, 0.101, 0.069, 0.103, 0.004, 0.095, 0.075, 0.093, 0.003, 0.101, 0.064, 0.094, -0.005, 0.104, 0.052, 0.096, -0.078, -0.084, -0.165, -0.184, -0.267, -0.146, -0.235, -0.180, 0.125, 0.088, 0.121, 0.077, 0.112, 0.116, 0.110, 0.110, 0.126, 0.061, 0.117, 0.092, 0.893, -0.234, -0.197, 0.802, -0.554, -0.189, -0.204, 0.033, 0.059, 0.059, 0.063, 0.047, 0.048, 0.077, 0.062, 0.074, 0.038, 0.078, 0.072, 0.077, 0.039, -0.160, 0.451, -0.163, -0.180, -0.305, 0.051, 0.036, 0.048, 0.050, 0.012, 0.053, 0.046, -0.009, 0.069, 0.018, 0.027]
}